1.
Below is a 3-piece molecular cluster, C3H14N2O2S overall at a distorted geometry, with properties calculated with ωB97M-V with the def2-TZVPD basis set.

Structure (ORCA input):
```
! RIJCOSX wB97M-V def2-TZVPD def2/J DEFGRID3
* xyz 0 1
C -0.133 0.032 -1.967
C -1.684 0.059 -1.699
S -2.520 -1.584 -1.569
N 0.722 1.092 -1.377
C 1.133 0.921 0.005
N 0.160 1.150 1.109
H 0.268 -0.931 -1.504
H 0.111 0.066 -3.028
H -2.240 0.570 -2.496
H -1.959 0.691 -0.806
H -1.591 -2.027 -0.711
H 0.096 1.887 -1.558
H 1.561 -0.079 -0.053
H 2.008 1.539 0.318
H 0.035 2.162 1.073
H -0.746 0.746 0.886
H 0.672 -1.513 1.782
H -0.404 -2.550 1.417
O -0.084 -1.671 1.188
H 2.253 -0.157 3.298
H 0.949 0.146 2.581
O 1.394 -0.547 3.110
*
```

## Properties
SMILES: NCNCCS.O.O
ΔE to the lowest compared entry with this formula, charge and spin (kJ/mol): 35.0
Gap between HOMO and LUMO (eV): 9.64


2.
Below is a 4-piece molecular cluster, C3H14N2O3 overall at a distorted geometry, with properties calculated with ωB97M-V with the def2-TZVPD basis set.

Structure (ORCA input):
```
! RIJCOSX wB97M-V def2-TZVPD def2/J DEFGRID3
* xyz 0 1
C 0.598 -1.813 -1.827
C 0.394 -0.579 -1.002
C -0.244 0.485 -1.489
N -0.456 1.630 -0.645
N 0.922 -0.630 0.307
H 1.595 -2.131 -1.707
H 0.518 -1.588 -2.876
H -0.077 -2.617 -1.546
H -0.422 0.552 -2.552
H 0.435 1.873 -0.205
H -0.606 2.480 -1.181
H 0.692 -1.522 0.740
H 0.432 0.001 0.938
H -3.054 0.558 0.737
H -1.793 1.431 0.847
O -2.296 0.726 1.310
H 3.484 1.724 0.336
H 2.278 0.717 0.423
O 2.553 1.609 0.133
H -1.757 -1.471 3.146
H -1.598 -0.932 1.730
O -1.206 -1.573 2.360
*
```

## Properties
SMILES: C/C(N)=C/N.O.O.O
ΔE to the lowest compared entry with this formula, charge and spin (kJ/mol): 29.2
Gap between HOMO and LUMO (eV): 8.78


3.
Below is a 3-piece molecular cluster, C3H14N3O2 overall at a distorted geometry, with properties calculated with ωB97M-V with the def2-TZVPD basis set.

Structure (ORCA input):
```
! RIJCOSX wB97M-V def2-TZVPD def2/J DEFGRID3
* xyz 1 1
C -0.460 -1.162 2.077
C 0.265 -0.216 1.175
N -0.723 0.663 0.422
C -0.414 1.133 -0.839
N -1.413 1.993 -1.358
N 0.829 1.126 -1.449
H -0.989 -0.371 2.891
H 0.061 -1.932 2.650
H -1.335 -1.662 1.593
H 0.938 0.514 1.640
H 0.947 -0.824 0.429
H -1.588 0.940 0.774
H -2.383 1.820 -1.159
H -1.288 2.371 -2.247
H 0.729 1.264 -2.454
H 1.510 0.552 -1.180
H 3.887 -0.542 0.434
H 3.186 0.618 1.224
O 3.135 0.146 0.352
H -2.114 -3.600 -0.626
H -1.110 -3.095 0.194
O -1.591 -2.778 -0.595
*
```

## Properties
ΔE to the lowest compared entry with this formula, charge and spin (kJ/mol): 169.2
Gap between HOMO and LUMO (eV): 11.57


4.
Below is a 3-piece molecular cluster, C3H14N3O2 overall at a distorted geometry, with properties calculated with ωB97M-V with the def2-TZVPD basis set.

Structure (ORCA input):
```
! RIJCOSX wB97M-V def2-TZVPD def2/J DEFGRID3
* xyz 1 1
C 0.802 -1.955 -0.817
C 0.580 -1.032 0.454
N 1.369 0.272 0.331
C 0.783 1.499 0.438
N 1.712 2.567 0.350
N -0.584 1.655 0.690
H 1.301 -2.738 -0.420
H 1.291 -1.296 -1.544
H -0.165 -2.352 -1.324
H -0.473 -0.929 0.836
H 1.155 -1.488 1.421
H 2.375 0.053 0.233
H 2.620 2.587 0.144
H 1.278 3.501 0.689
H -0.985 2.422 0.216
H -1.089 0.674 0.815
H -2.349 1.187 -1.921
H -1.191 1.172 -2.928
O -1.406 1.023 -2.053
H -1.718 -2.746 1.246
H -3.107 -2.023 1.443
O -2.199 -2.051 1.699
*
```

## Properties
ΔE to the lowest compared entry with this formula, charge and spin (kJ/mol): 230.3
Gap between HOMO and LUMO (eV): 11.38


5.
Below is a 3-piece molecular cluster, C3H14NO2 overall at a distorted geometry, with properties calculated with ωB97M-V with the def2-TZVPD basis set.

Structure (ORCA input):
```
! RIJCOSX wB97M-V def2-TZVPD def2/J DEFGRID3
* xyz 2 2
C 0.645 -0.401 0.696
C 1.741 -0.130 -0.300
C 2.789 0.817 0.097
N -0.705 -0.318 -0.001
H 0.746 -1.441 1.060
H 0.586 0.234 1.577
H 1.467 0.065 -1.370
H 2.221 -1.125 -0.665
H 3.819 0.515 -0.145
H 2.737 1.849 -0.400
H 2.694 0.982 1.164
H -0.908 0.646 -0.293
H -0.878 -0.925 -0.806
H -1.374 -0.537 0.784
H -2.832 -1.811 2.166
H -3.447 -0.319 1.852
O -2.689 -0.900 1.876
H -2.777 0.672 -1.963
H -1.964 1.336 -3.048
O -1.871 0.792 -2.281
*
```

## Properties
ΔE to the lowest compared entry with this formula, charge and spin (kJ/mol): 25.6
⟨S²⟩: 0.753
Gap between HOMO and LUMO (alpha / beta) (eV): 12.14 / 4.36


6.
Below is a 4-piece molecular cluster, C3H14NO3S overall at a distorted geometry, with properties calculated with ωB97M-V with the def2-TZVPD basis set.

Structure (ORCA input):
```
! RIJCOSX wB97M-V def2-TZVPD def2/J DEFGRID3
* xyz -1 1
C -0.342 0.916 1.346
C 0.941 1.700 1.332
S 1.433 2.516 -0.265
C -0.257 -0.612 1.359
N -1.528 -1.312 1.282
H -0.907 1.129 0.435
H -0.994 1.215 2.177
H 1.887 1.264 1.652
H 0.863 2.532 2.038
H 0.339 -0.923 2.208
H 0.283 -0.824 0.430
H -2.262 -0.636 1.334
H -1.662 -1.840 0.442
H -1.539 0.757 -1.932
H -0.017 0.775 -1.624
O -0.728 0.243 -2.026
H 2.648 -0.792 -1.056
H 2.146 0.411 -1.701
O 2.206 -0.524 -1.874
H -0.264 -2.229 -1.374
H -1.114 -1.521 -2.415
O -1.134 -2.244 -1.768
*
```

## Properties
ΔE to the lowest compared entry with this formula, charge and spin (kJ/mol): 111.4
Gap between HOMO and LUMO (eV): 6.84


7.
Below is a 4-piece molecular cluster, C3H14NO4 overall at a distorted geometry, with properties calculated with ωB97M-V with the def2-TZVPD basis set.

Structure (ORCA input):
```
! RIJCOSX wB97M-V def2-TZVPD def2/J DEFGRID3
* xyz 1 1
O -2.493 0.016 -0.826
C -2.606 -0.045 0.377
C -1.299 0.222 1.106
N -0.231 0.377 0.071
C 1.013 0.732 0.801
H -3.514 -0.122 0.951
H -1.177 1.172 1.685
H -1.063 -0.625 1.760
H 0.018 -0.500 -0.455
H -0.245 1.112 -0.650
H 1.849 1.128 0.281
H 1.739 -0.031 1.194
H 0.865 1.374 1.672
H -1.837 -3.113 -0.039
H -0.315 -3.175 0.052
O -1.064 -2.577 0.169
H 1.185 2.744 -2.210
H 1.541 3.209 -0.770
O 1.146 2.491 -1.281
H 1.959 -1.636 -2.016
H 2.648 -1.562 -0.710
O 1.881 -1.189 -1.163
*
```

## Properties
ΔE to the lowest compared entry with this formula, charge and spin (kJ/mol): 168.2
Gap between HOMO and LUMO (eV): 11.25


8.
Below is C3H14NOPb as an isolated structure at a distorted geometry, with properties calculated with ωB97M-V with the def2-TZVPD basis set.

Structure (ORCA input):
```
! RIJCOSX wB97M-V def2-TZVPD def2/J DEFGRID3
* xyz -1 1
C 2.927 -0.960 0.084
Pb 0.900 -1.748 0.402
N 0.646 -1.263 -2.034
H -2.444 -2.473 0.861
H -1.714 -2.680 0.809
H 3.496 -1.189 0.998
H 2.843 0.129 -0.041
H 3.405 -1.427 -0.786
H 0.444 -0.261 -2.096
H -0.099 -1.770 -2.519
H 1.520 -1.439 -2.536
C -2.006 2.201 0.927
C -0.607 1.627 0.835
O -0.599 0.347 0.127
H -2.460 2.344 -0.059
H -1.976 3.179 1.412
H -2.661 1.567 1.535
H 0.083 2.263 0.275
H -0.165 1.447 1.821
H -1.534 0.104 -0.013
*
```

## Properties
ΔE to the lowest compared entry with this formula, charge and spin (kJ/mol): 53.5
Gap between HOMO and LUMO (alpha / beta) (eV): 2.53 / 2.85


9.
Below is a 2-piece molecular cluster, C3H14O2PS overall at a distorted geometry, with properties calculated with ωB97M-V with the def2-TZVPD basis set.

Structure (ORCA input):
```
! RIJCOSX wB97M-V def2-TZVPD def2/J DEFGRID3
* xyz -1 1
O -3.347 -0.665 1.689
P -3.903 -0.655 0.019
S -1.852 -0.768 -0.759
H -3.855 -0.035 2.165
H -3.907 0.799 0.017
H -4.384 -0.675 -1.348
H -3.888 -2.111 0.037
H -5.300 -0.679 0.483
H -1.129 0.259 -0.233
C 3.179 1.223 -1.019
C 2.092 0.480 -0.254
C 2.616 -0.087 1.056
O 1.548 -0.560 -1.054
H 4.000 0.545 -1.275
H 2.783 1.621 -1.954
H 3.585 2.050 -0.432
H 1.265 1.160 -0.048
H 3.417 -0.809 0.869
H 1.821 -0.612 1.585
H 3.006 0.703 1.704
H 2.252 -1.183 -1.248
*
```

## Properties
Gap between HOMO and LUMO (eV): 6.53


10.
Below is a 4-piece molecular cluster, C3H14O3S overall at a distorted geometry, with properties calculated with ωB97M-V with the def2-TZVPD basis set.

Structure (ORCA input):
```
! RIJCOSX wB97M-V def2-TZVPD def2/J DEFGRID3
* xyz 0 1
C 0.224 0.418 0.119
C 0.367 1.288 -1.122
S 1.040 0.358 -2.634
C -0.282 -0.793 -3.059
H 0.737 -0.546 0.021
H -0.808 0.181 0.395
H 0.614 0.885 1.022
H 1.071 2.110 -1.072
H -0.634 1.485 -1.493
H 0.136 -1.749 -3.400
H -0.773 -0.917 -2.094
H -0.944 -0.554 -3.889
H -0.161 -5.099 1.202
H 0.711 -4.548 2.294
O -0.158 -4.931 2.136
H 2.333 -0.631 3.006
H 2.387 0.154 4.265
O 1.963 0.171 3.385
H -2.331 4.140 -0.482
H -2.583 4.453 1.112
O -2.904 4.125 0.287
*
```

## Properties
SMILES: CCSC.O.O.O
ΔE to the lowest compared entry with this formula, charge and spin (kJ/mol): 132.5
Gap between HOMO and LUMO (eV): 8.77


Copy entry 6 word for word.
Below is a 4-piece molecular cluster, C3H14NO3S overall at a distorted geometry, with properties calculated with ωB97M-V with the def2-TZVPD basis set.

Structure (ORCA input):
```
! RIJCOSX wB97M-V def2-TZVPD def2/J DEFGRID3
* xyz -1 1
C -0.342 0.916 1.346
C 0.941 1.700 1.332
S 1.433 2.516 -0.265
C -0.257 -0.612 1.359
N -1.528 -1.312 1.282
H -0.907 1.129 0.435
H -0.994 1.215 2.177
H 1.887 1.264 1.652
H 0.863 2.532 2.038
H 0.339 -0.923 2.208
H 0.283 -0.824 0.430
H -2.262 -0.636 1.334
H -1.662 -1.840 0.442
H -1.539 0.757 -1.932
H -0.017 0.775 -1.624
O -0.728 0.243 -2.026
H 2.648 -0.792 -1.056
H 2.146 0.411 -1.701
O 2.206 -0.524 -1.874
H -0.264 -2.229 -1.374
H -1.114 -1.521 -2.415
O -1.134 -2.244 -1.768
*
```

## Properties
ΔE to the lowest compared entry with this formula, charge and spin (kJ/mol): 111.4
Gap between HOMO and LUMO (eV): 6.84